No. 1
This record from OMol25 describes a 3-piece molecular cluster, C19H42O4S overall. The level of theory is ωB97M-V with the def2-TZVPD basis set.

## Properties
E_tot = -39409.190 eV
E_HOMO = -10.0 eV
lowest unoccupied orbital energy = 0.5 eV
SMILES string = CCOC[C@H]1CCS(=O)(=O)OC1.CCCCCC.CCCCCC
charge = 0

Each line ends with the Löwdin charge.
Geometry (Å):
C: 0.188 -4.566 -1.161  -0.0510
C: -1.142 -3.833 -1.029  -0.2435
O: -1.426 -3.597 0.341  -0.1682
C: -2.801 -3.466 0.627  -0.1818
C: -2.949 -2.897 2.037  -0.2682
C: -1.945 -3.541 3.004  -0.1410
C: -0.555 -2.868 3.113  -0.1826
S: -0.329 -1.215 2.468  0.5954
O: -0.475 -0.300 3.563  -0.2731
O: 0.831 -1.167 1.639  -0.2587
O: -1.552 -1.017 1.484  -0.2433
C: -2.828 -1.384 2.040  -0.1544
H: 0.969 -3.921 -1.562  0.0722
H: 0.506 -4.927 -0.183  0.0769
H: 0.100 -5.429 -1.822  0.0702
H: -1.105 -2.869 -1.551  0.1059
H: -1.956 -4.413 -1.482  0.1181
H: -3.283 -2.796 -0.098  0.1324
H: -3.284 -4.450 0.555  0.1336
H: -3.963 -3.125 2.379  0.1498
H: -2.381 -3.577 4.003  0.1169
H: -1.778 -4.572 2.694  0.1189
H: -0.282 -2.741 4.160  0.1029
H: 0.213 -3.467 2.630  0.1005
H: -3.574 -0.924 1.395  0.1330
H: -2.926 -0.960 3.044  0.1327
C: -0.604 1.789 -5.855  -0.1128
C: -0.243 2.088 -4.404  -0.2694
C: 0.277 0.871 -3.641  -0.2231
C: -0.714 -0.289 -3.531  -0.2260
C: -2.053 0.071 -2.888  -0.2636
C: -1.907 0.589 -1.461  -0.0992
H: -1.402 1.048 -5.928  0.0636
H: -0.946 2.689 -6.369  0.0682
H: 0.260 1.402 -6.399  0.0744
H: -1.113 2.506 -3.890  0.0978
H: 0.524 2.867 -4.378  0.1045
H: 0.584 1.184 -2.639  0.0966
H: 1.185 0.506 -4.132  0.1106
H: -0.242 -1.084 -2.943  0.0961
H: -0.896 -0.715 -4.522  0.1019
H: -2.689 -0.819 -2.889  0.0986
H: -2.574 0.813 -3.500  0.0984
H: -1.418 -0.154 -0.828  0.0609
H: -2.880 0.817 -1.021  0.0745
H: -1.312 1.501 -1.423  0.0541
C: 0.692 2.412 0.988  -0.0935
C: 2.185 2.134 0.851  -0.2598
C: 2.867 1.842 2.186  -0.2226
C: 2.800 2.983 3.204  -0.2266
C: 3.378 4.312 2.720  -0.2730
C: 4.858 4.240 2.362  -0.1150
H: 0.496 3.297 1.596  0.0699
H: 0.230 2.575 0.013  0.0556
H: 0.202 1.561 1.463  0.0531
H: 2.674 2.976 0.351  0.0971
H: 2.325 1.268 0.199  0.1024
H: 3.912 1.577 2.001  0.1026
H: 2.403 0.956 2.626  0.0972
H: 3.336 2.673 4.107  0.1088
H: 1.762 3.136 3.510  0.1021
H: 3.235 5.060 3.505  0.1021
H: 2.811 4.671 1.856  0.0965
H: 5.450 3.916 3.222  0.0734
H: 5.236 5.213 2.045  0.0667
H: 5.041 3.536 1.549  0.0635



No. 2
This record from OMol25 describes C19H43AlF4N3O2 as an isolated structure. The level of theory is ωB97M-V with the def2-TZVPD basis set.

## Properties
E_tot = -46436.097 eV
E_HOMO = -5.3 eV
lowest unoccupied orbital energy = 2.7 eV
charge = -1

Each line ends with the Löwdin charge.
Geometry (Å):
C: -1.521 3.686 0.374  -0.0897
C: -0.909 2.294 0.252  -0.3966
O: -1.025 1.603 1.459  -0.2499
Al: -1.371 -0.127 1.597  0.3042
C: -3.343 -0.411 1.619  -0.2163
C: -4.131 0.564 0.705  -0.1990
C: -5.343 -0.110 0.122  -0.5573
N: -5.059 -0.932 -0.971  0.1367
O: -6.465 -0.053 0.580  0.0356
C: -0.636 -1.090 -0.090  -0.4010
F: -0.559 -2.461 0.158  -0.0173
F: -1.504 -0.988 -1.190  -0.0216
C: 0.719 -0.686 -0.651  -0.3309
F: 1.695 -0.966 0.266  0.0462
F: 1.045 -1.369 -1.800  0.0347
H: -1.266 4.095 1.353  0.0692
H: -2.606 3.686 0.242  0.0630
H: -1.110 4.348 -0.398  0.0639
H: -1.387 1.762 -0.589  0.0957
H: 0.156 2.408 -0.020  0.0932
H: -0.660 -0.717 2.920  -0.0530
H: -3.615 -1.444 1.374  0.0560
H: -3.653 -0.245 2.657  0.0471
H: -3.502 0.938 -0.113  0.0837
H: -4.480 1.430 1.268  0.1117
H: -4.503 -0.495 -1.693  0.0881
H: -5.922 -1.306 -1.348  0.0888
H: 0.753 0.382 -0.886  0.1370
C: -2.109 -4.738 -2.120  -0.0813
C: -1.369 -5.815 -2.896  -0.2778
N: -0.432 -5.276 -3.869  -0.2010
C: 0.064 -6.265 -4.804  -0.2614
C: 0.920 -7.417 -4.260  -0.0916
C: 0.554 -4.343 -3.336  -0.2380
C: 1.468 -4.829 -2.205  -0.0742
H: -2.603 -4.038 -2.795  0.0814
H: -2.868 -5.199 -1.485  0.0741
H: -1.452 -4.164 -1.467  0.0520
H: -2.088 -6.422 -3.456  0.1116
H: -0.890 -6.498 -2.175  0.0995
H: 0.631 -5.734 -5.575  0.1072
H: -0.808 -6.696 -5.308  0.1046
H: 1.916 -7.086 -3.971  0.0516
H: 1.036 -8.185 -5.028  0.0637
H: 0.453 -7.885 -3.392  0.0635
H: 0.025 -3.460 -2.976  0.0933
H: 1.160 -4.000 -4.179  0.1137
H: 0.904 -5.352 -1.432  0.0699
H: 1.937 -3.966 -1.732  0.0661
H: 2.259 -5.493 -2.557  0.0499
C: 2.736 7.263 3.826  -0.0978
C: 2.861 5.759 4.015  -0.2833
N: 2.032 5.002 3.097  -0.1979
C: 1.887 3.595 3.447  -0.2340
C: 3.137 2.712 3.396  -0.0798
C: 2.231 5.286 1.687  -0.2451
C: 3.643 5.128 1.105  -0.0824
H: 1.689 7.566 3.866  0.0781
H: 3.280 7.784 4.616  0.0675
H: 3.151 7.592 2.872  0.0606
H: 2.529 5.498 5.024  0.1151
H: 3.930 5.485 3.967  0.1002
H: 1.117 3.166 2.800  0.1074
H: 1.478 3.562 4.462  0.1112
H: 3.443 2.493 2.373  0.0557
H: 2.925 1.757 3.880  0.0729
H: 3.982 3.170 3.916  0.0618
H: 1.899 6.310 1.492  0.1002
H: 1.535 4.644 1.142  0.1055
H: 4.394 5.603 1.740  0.0621
H: 3.690 5.607 0.125  0.0683
H: 3.924 4.084 0.975  0.0548



No. 3
This record from OMol25 describes a 4-piece molecular cluster, C19H43Cl2N2O15P3 overall. The level of theory is ωB97M-V with the def2-TZVPD basis set.

## Properties
E_tot = -106998.404 eV
E_HOMO = -9.2 eV
lowest unoccupied orbital energy = -2.0 eV
SMILES string = CC(=O)N(C)[C@]1(C[C@@H](C)O)C(=O)N[C@@H](Cl)[C@H]1Cl.COP(=O)(OC)OC.COP(=O)(OC)OC.COP(=O)(OC)OC
charge = 0

Each line ends with the Löwdin charge.
Geometry (Å):
C: -0.537 3.309 5.035  0.0054
C: -1.847 4.097 5.225  -0.4831
O: -1.917 4.811 6.159  0.1139
N: -2.961 4.049 4.298  -0.0481
C: -2.431 4.169 2.927  -0.0599
C: -3.844 2.885 4.481  -0.3006
C: -3.370 1.447 4.088  -0.0623
C: -3.076 0.467 5.229  -0.4521
C: -2.717 -0.904 4.577  -0.0418
O: -1.966 0.826 6.033  -0.0712
C: -5.061 3.098 3.483  -0.4041
O: -5.096 2.943 2.317  0.1390
N: -6.285 3.472 4.185  0.0857
C: -6.146 2.810 5.499  -0.6879
Cl: -6.631 1.088 5.591  0.6570
C: -4.660 3.140 5.790  -0.5956
Cl: -4.013 2.712 7.401  0.7069
H: -0.635 2.611 4.194  0.0739
H: 0.291 4.008 4.852  0.0913
H: -0.351 2.755 5.959  0.0808
H: -2.492 3.258 2.322  0.0504
H: -1.400 4.541 2.865  0.1032
H: -3.052 4.920 2.407  0.1010
H: -2.467 1.482 3.454  0.1271
H: -4.133 0.972 3.455  0.1231
H: -3.963 0.260 5.851  0.0963
H: -2.496 -1.663 5.338  0.0798
H: -3.471 -1.236 3.850  0.0799
H: -1.785 -0.726 4.010  0.0879
H: -2.198 0.808 6.968  0.0669
H: -6.926 2.819 3.718  0.1139
H: -6.681 3.367 6.278  0.1070
H: -4.686 4.238 5.838  0.1152
C: 1.946 1.515 -2.655  -0.1409
O: 1.538 1.331 -1.317  -0.2702
P: 0.140 1.621 -0.434  0.6467
O: 0.433 0.545 0.566  -0.2750
O: -0.889 1.095 -1.592  -0.2755
C: -0.708 0.371 -2.790  -0.0953
O: -1.217 2.226 0.372  -0.2611
C: -2.282 2.869 -0.337  -0.1110
H: 3.033 1.621 -2.672  0.0917
H: 1.734 0.632 -3.255  0.0477
H: 1.502 2.407 -3.100  0.0978
H: -0.124 -0.535 -2.627  0.0887
H: -0.300 0.996 -3.582  0.0816
H: -1.696 0.081 -3.153  0.0964
H: -2.885 2.135 -0.870  0.0905
H: -1.900 3.617 -1.029  0.0891
H: -2.934 3.342 0.395  0.0601
C: 5.091 -3.018 -5.118  -0.1220
O: 4.033 -2.085 -4.975  -0.2554
P: 3.543 -0.709 -5.829  0.6626
O: 2.121 -0.859 -5.373  -0.2851
O: 3.771 -1.354 -7.317  -0.2739
C: 4.017 -2.659 -7.782  -0.1117
O: 3.229 0.769 -6.589  -0.2517
C: 4.013 1.209 -7.704  -0.1234
H: 5.327 -3.477 -4.156  0.0811
H: 4.780 -3.847 -5.751  0.0746
H: 5.986 -2.535 -5.513  0.0962
H: 3.296 -3.370 -7.378  0.1023
H: 5.049 -2.961 -7.610  0.0765
H: 3.914 -2.648 -8.869  0.0954
H: 3.744 0.646 -8.597  0.0831
H: 5.078 1.112 -7.504  0.0838
H: 3.769 2.254 -7.894  0.0869
C: 2.165 -7.000 -1.407  -0.1411
O: 3.207 -6.083 -1.681  -0.2573
P: 3.396 -4.411 -1.540  0.6474
O: 4.885 -4.533 -1.402  -0.2837
O: 2.666 -4.261 -0.085  -0.2678
C: 2.258 -5.196 0.883  -0.1125
O: 3.470 -2.728 -1.591  -0.2447
C: 2.375 -1.902 -1.158  -0.0942
H: 2.274 -7.863 -2.065  0.0865
H: 2.249 -7.392 -0.395  0.0755
H: 1.182 -6.556 -1.572  0.0925
H: 3.063 -5.886 1.138  0.1012
H: 1.341 -5.708 0.587  0.0757
H: 1.982 -4.642 1.783  0.0967
H: 2.300 -1.906 -0.073  0.0900
H: 1.438 -2.225 -1.606  0.0854
H: 2.595 -0.878 -1.451  0.0709